10 unconnected molecules or ions with the total composition C33H44BCl38N2O2. Source: the Open Molecules 2025 dataset; level of theory: ωB97M-V/def2-TZVPD.

Results
Relative energy (zero: lowest compared OMol25 entry of this formula, charge and spin), eV: 1.973
E_LUMO, eV: -3.7
Gap between HOMO and LUMO, eV: 8.459
Spin multiplicity: 1
Net charge: +1

Geometry (Å):
Cl: 4.32606 -2.57973 3.60973
Cl: 3.26233 -4.25284 1.50766
Cl: 11.21214 1.46003 2.66390
Cl: 4.28552 -1.62441 0.90798
Cl: 6.09837 -3.74639 1.64478
Cl: 3.12948 -1.64409 -3.34641
Cl: -7.25574 5.59251 8.14231
Cl: 6.99260 3.14082 -1.20305
Cl: 6.34843 -2.61192 6.70517
Cl: 3.63235 -1.63510 6.71160
Cl: 10.39953 0.10055 0.25188
Cl: 4.15459 0.85456 -2.34140
Cl: 0.73792 -0.34636 -7.27249
Cl: -0.44073 -0.19222 -9.90233
Cl: 1.40364 0.20624 -1.92880
Cl: 0.83507 -2.62940 -9.02859
Cl: 5.41410 -0.96435 8.87842
Cl: 3.76105 -3.62964 -10.98316
Cl: -6.73042 1.31013 2.00188
Cl: -4.43702 4.98348 8.20938
Cl: -1.67468 -1.81310 -7.86113
Cl: 2.32597 0.82664 -4.58496
Cl: 6.23199 4.75016 1.06914
Cl: 4.32703 4.20152 -1.03070
Cl: 11.02787 2.91495 0.17937
Cl: 8.63057 2.00927 1.49403
Cl: -5.77082 5.35282 5.67944
Cl: 2.84065 -0.93525 -11.44963
Cl: 4.37620 -2.30613 -13.47120
Cl: 5.82154 0.18995 6.26406
Cl: -6.82387 3.67421 0.34973
Cl: 1.66942 -3.12870 -12.90599
Cl: -4.29920 2.70474 1.34337
Cl: -5.32700 7.61166 7.42006
Cl: -6.20624 3.89630 3.16333
Cl: -3.49427 1.25335 5.42858
Cl: -1.27138 4.86307 4.41489
Cl: 6.55033 5.97706 -1.51781
O: 4.63304 1.82083 1.80274
O: 2.83693 3.35899 2.00357
N: -0.93770 0.66281 2.09170
N: 0.37027 0.56447 2.25752
C: 1.06287 -0.41752 1.37130
C: -3.38616 1.54605 -1.87563
C: -0.13500 -1.24704 -8.52181
C: 5.31118 -1.25607 7.14534
C: -1.23695 -3.65207 -3.47074
C: 3.16270 -2.49873 -12.20501
C: 10.32093 1.62091 1.14939
C: -5.69992 5.88763 7.36898
C: -3.17909 2.93924 4.88048
C: -1.23316 -5.18826 -1.44506
C: -6.02344 2.89920 1.71578
C: -0.42459 -2.37479 1.70249
C: 1.10668 1.25110 3.12583
C: -3.80205 -0.91984 -4.77818
C: 2.58864 1.10666 3.21058
C: -2.97794 0.99584 -3.24910
C: -1.59907 -4.60546 1.04477
C: 6.03687 4.52421 -0.66952
C: -0.91590 2.23411 3.85095
C: -0.59727 -5.02969 -0.05125
C: -3.24524 -2.03701 -3.84773
C: 2.76075 0.05519 -3.06532
C: -1.88068 -3.93699 -2.09671
C: -1.67901 3.16604 4.78340
C: -3.85979 3.87064 5.88971
C: -1.74746 -3.11288 1.39044
C: -1.58061 1.48427 2.87098
C: 0.10546 -1.37265 0.65981
C: -4.18015 0.32058 -3.96842
C: 4.50232 -3.06754 1.92179
C: -3.53443 0.42716 -0.81459
C: 0.43213 2.13859 3.97375
C: -1.81124 -2.43030 -4.21501
B: 3.38633 2.14385 2.27603
H: -2.64781 1.56485 2.73645
H: 0.35494 -3.11954 1.86357
H: -4.59570 1.06016 -4.65872
H: -2.56373 -5.02529 0.74967
H: -2.38559 -2.59617 0.67374
H: -0.43167 -5.50068 -2.12030
H: -1.82100 -2.62251 -5.29088
H: 1.71704 -1.04518 1.97217
H: -1.27638 2.98223 5.78233
H: 4.60908 0.99867 1.29795
H: -4.34520 2.06041 -1.97221
H: -3.87591 -2.92243 -3.96136
H: -3.04135 -0.69248 -5.52733
H: -1.19039 -1.54509 -4.08438
H: 1.72076 0.11437 0.68313
H: -3.15875 0.72554 0.15586
H: -3.32666 -1.68865 -2.82076
H: -2.67135 2.30179 -1.53485
H: -1.76701 -3.03561 -1.49524
H: -1.32751 -5.13233 1.96283
H: -4.96030 0.10032 -3.23750
H: 2.92791 0.07981 3.10074
H: -2.88888 -0.40030 -1.12034
H: -0.66534 -0.88137 0.06895
H: -2.13512 0.30888 -3.14153
H: -4.92729 3.66547 5.87347
H: 3.12280 3.61600 1.11226
H: 0.98026 2.70585 4.71252
H: -2.30972 -3.09128 2.32868
H: -2.67723 1.83717 -3.87642
H: 0.30138 -4.40935 -0.10533
H: -4.70201 -1.29981 -5.26144
H: -3.69188 3.03907 3.92428
H: -0.25005 -6.03217 0.21659
H: -2.93415 -4.16178 -2.24994
H: -0.61197 -1.80127 2.61314
H: -4.56770 0.09498 -0.75473
H: -3.67572 4.91050 5.63680
H: 2.85460 1.40152 4.23194
H: -1.25599 -4.55942 -4.07578
H: -3.46605 3.63284 6.87771
H: -1.98930 -5.97159 -1.41229
H: 0.71887 -1.93117 -0.05394
H: -0.18657 -3.44087 -3.24574

These are the Löwdin partial charges, in e, on atoms 1 to 99: number 1, Cl, carries 0.52; number 2, Cl, carries 0.56; number 3, Cl, carries 0.53; number 4, Cl, carries 0.56; number 5, Cl, carries 0.58; number 6, Cl, carries 0.55; number 7, Cl, carries 0.57; number 8, Cl, carries 0.51; number 9, Cl, carries 0.53; number 10, Cl, carries 0.48; number 11, Cl, carries 0.52; number 12, Cl, carries 0.52; number 13, Cl, carries 0.49; number 14, Cl, carries 0.53; number 15, Cl, carries 0.57; number 16, Cl, carries 0.52; number 17, Cl, carries 0.55; number 18, Cl, carries 0.51; number 19, Cl, carries 0.56; number 20, Cl, carries 0.64; number 21, Cl, carries 0.56; number 22, Cl, carries 0.54; number 23, Cl, carries 0.56; number 24, Cl, carries 0.55; number 25, Cl, carries 0.53; number 26, Cl, carries 0.48; number 27, Cl, carries 0.58; number 28, Cl, carries 0.50; number 29, Cl, carries 0.53; number 30, Cl, carries 0.52; number 31, Cl, carries 0.57; number 32, Cl, carries 0.52; number 33, Cl, carries 0.62; number 34, Cl, carries 0.56; number 35, Cl, carries 0.56; number 36, Cl, carries 0.69; number 37, Cl, carries 0.72; number 38, Cl, carries 0.57; number 39, O, carries 0.13; number 40, O, carries 0.18; number 41, N, carries 0.18; number 42, N, carries 0.00; number 43, C, carries -0.14; number 44, C, carries -0.26; number 45, C, carries -2.03; number 46, C, carries -2.06; number 47, C, carries -0.19; number 48, C, carries -2.06; number 49, C, carries -2.06; number 50, C, carries -1.93; number 51, C, carries -0.74; number 52, C, carries -0.20; number 53, C, carries -1.99; number 54, C, carries -0.19; number 55, C, carries -0.14; number 56, C, carries -0.19; number 57, C, carries 0.02; number 58, C, carries -0.20; number 59, C, carries -0.19; number 60, C, carries -2.02; number 61, C, carries -0.19; number 62, C, carries -0.20; number 63, C, carries -0.21; number 64, C, carries -2.03; number 65, C, carries -0.20; number 66, C, carries -0.66; number 67, C, carries -0.41; number 68, C, carries -0.19; number 69, C, carries -0.06; number 70, C, carries -0.21; number 71, C, carries -0.20; number 72, C, carries -2.02; number 73, C, carries -0.13; number 74, C, carries 0.08; number 75, C, carries -0.21; number 76, B, carries -0.68; number 77, H, carries 0.04; number 78, H, carries 0.09; number 79, H, carries 0.11; number 80, H, carries 0.11; number 81, H, carries 0.10; number 82, H, carries 0.10; number 83, H, carries 0.06; number 84, H, carries 0.09; number 85, H, carries 0.12; number 86, H, carries 0.05; number 87, H, carries 0.10; number 88, H, carries 0.11; number 89, H, carries 0.08; number 90, H, carries 0.10; number 91, H, carries 0.08; number 92, H, carries -0.01; number 93, H, carries 0.08; number 94, H, carries 0.09; number 95, H, carries 0.09; number 96, H, carries 0.11; number 97, H, carries 0.11; number 98, H, carries 0.07; number 99, H, carries 0.05

2 unconnected molecules or ions with the total composition C25H47Cl2N2OS2. Source: the Open Molecules 2025 dataset; level of theory: ωB97M-V/def2-TZVPD.

Results
E_LUMO (alpha / beta), eV: -0.8 / -0.8
Gap between HOMO and LUMO (alpha / beta), eV: 7.594 / 7.626
Spin multiplicity: 2

Geometry (Å):
Cl: -2.30201 3.24557 4.11047
Cl: 0.55577 2.74475 5.92210
S: -1.09765 3.66534 -0.24892
S: -1.83845 1.05593 1.25393
O: 3.18918 -1.32042 1.43343
N: -1.73500 0.98106 -1.51136
N: 2.60390 -2.30648 0.73564
C: -1.03457 1.61008 -2.70577
C: 0.01389 -0.42849 -4.26742
C: -3.71585 -0.59261 -1.24966
C: 0.10158 -1.44248 -2.98947
C: 3.73161 -4.16597 -0.55794
C: -5.42619 0.30434 0.73410
C: 2.57784 1.27515 -1.26713
C: 2.10006 3.78851 2.81327
C: 0.59410 3.97898 0.49846
C: 4.67905 -1.72649 -0.82745
C: 0.64492 -1.62110 2.18652
C: 1.10293 -2.20086 0.68386
C: -1.00404 1.90807 6.12421
C: 0.51763 -1.09347 -0.39108
C: -1.55199 1.85014 -0.25524
C: 0.85958 3.18694 1.91217
C: -3.23917 0.91279 -1.69308
C: 0.32709 -3.67908 0.57878
C: -1.14664 0.76486 -4.09984
C: -5.19739 -0.68072 -0.55579
C: 2.20873 0.16699 -2.18039
C: 1.24253 -1.11773 -1.86472
C: -1.72361 1.70847 4.79991
C: 3.24743 -2.56317 -0.60247
C: 2.27017 -2.43930 -1.90402
H: -1.07207 1.46984 -5.05059
H: 1.06192 2.04614 1.62567
H: 1.03330 -0.01998 -4.67159
H: -0.65869 -1.29782 -0.42874
H: 2.73037 2.83920 3.16828
H: -0.41716 -1.09417 -5.16300
H: 0.83696 -4.38353 -0.20373
H: -6.51900 0.77096 0.64721
H: -0.78494 0.93739 6.57851
H: -3.77501 1.78706 -1.08410
H: -2.60460 1.07662 4.94764
H: 2.78952 4.54548 2.23997
H: -5.30872 -1.79516 -0.14313
H: 3.66375 -4.60455 -1.65996
H: 5.04392 -1.88509 -1.93861
H: -2.85047 -1.05454 -0.58979
H: 0.80411 -0.46762 2.29831
H: 0.22104 -4.12463 1.65539
H: 1.69475 -3.44953 -2.03653
H: 2.70246 0.19505 -3.26739
H: -1.07872 1.22528 4.05934
H: 0.29733 -2.52825 -3.44751
H: -3.77471 -1.22944 -2.25759
H: 1.61568 4.23828 3.79669
H: 1.46294 3.81264 -0.30330
H: -0.17075 3.19727 2.51280
H: 5.51595 -2.23320 -0.14480
H: 3.02866 -4.78284 0.18358
H: -5.32446 -0.29714 1.76038
H: 3.66587 1.75466 -1.36488
H: -0.53104 -1.79933 2.26331
H: -6.09190 -0.56064 -1.33459
H: -4.69081 1.21129 0.80812
H: -2.18194 0.18607 -4.23218
H: 0.65320 5.14296 0.75767
H: 4.56930 -0.57562 -0.65087
H: -3.59825 1.06137 -2.81212
H: 4.82033 -4.30066 -0.14882
H: -1.60985 2.48541 6.82987
H: 0.60400 -0.04289 0.17007
H: -0.75262 -3.42764 0.17110
H: 1.18749 -2.26264 3.02085
H: 0.07491 1.94092 -2.42139
H: -1.00937 -1.51337 -2.55754
H: 2.95009 -2.26955 -2.84470
H: 1.82999 1.66665 -0.45451
H: -1.60818 2.63969 -2.89792

Here is what Löwdin gives for the atomic charges, in e: number 1, Cl, carries 0.55; number 2, Cl, carries 0.56; number 3, S, carries 0.79; number 4, S, carries 0.65; number 5, O, carries -0.05; number 6, N, carries -0.21; number 7, N, carries -0.13; number 8, C, carries -0.22; number 9, C, carries -0.20; number 10, C, carries -0.20; number 11, C, carries -0.15; number 12, C, carries -0.07; number 13, C, carries -0.16; number 14, C, carries -0.01; number 15, C, carries -0.14; number 16, C, carries -0.49; number 17, C, carries -0.06; number 18, C, carries -0.09; number 19, C, carries -0.39; number 20, C, carries -0.65; number 21, C, carries -0.08; number 22, C, carries -0.88; number 23, C, carries -0.32; number 24, C, carries -0.22; number 25, C, carries -0.04; number 26, C, carries -0.17; number 27, C, carries -0.25; number 28, C, carries -0.10; number 29, C, carries -0.32; number 30, C, carries -0.67; number 31, C, carries -0.40; number 32, C, carries -0.10; number 33, H, carries 0.12; number 34, H, carries 0.08; number 35, H, carries 0.10; number 36, H, carries 0.09; number 37, H, carries 0.09; number 38, H, carries 0.11; number 39, H, carries 0.07; number 40, H, carries 0.08; number 41, H, carries 0.07; number 42, H, carries 0.13; number 43, H, carries 0.08; number 44, H, carries 0.08; number 45, H, carries 0.11; number 46, H, carries 0.09; number 47, H, carries 0.09; number 48, H, carries 0.08; number 49, H, carries 0.06; number 50, H, carries 0.09; number 51, H, carries 0.11; number 52, H, carries 0.12; number 53, H, carries 0.03; number 54, H, carries 0.12; number 55, H, carries 0.11; number 56, H, carries 0.04; number 57, H, carries 0.08; number 58, H, carries 0.04; number 59, H, carries 0.09; number 60, H, carries 0.09; number 61, H, carries 0.09; number 62, H, carries 0.09; number 63, H, carries 0.09; number 64, H, carries 0.11; number 65, H, carries 0.03; number 66, H, carries 0.11; number 67, H, carries 0.11; number 68, H, carries 0.06; number 69, H, carries 0.13; number 70, H, carries 0.08; number 71, H, carries 0.07; number 72, H, carries 0.08; number 73, H, carries 0.09; number 74, H, carries 0.10; number 75, H, carries 0.12; number 76, H, carries 0.12; number 77, H, carries 0.13; number 78, H, carries 0.04; number 79, H, carries 0.11